{"formula": "C4H12", "method": "ωB97M-V with the def2-TZVPD basis set", "symbols": ["C", "C", "H", "H", "H", "H", "H", "H", "C", "C", "H", "H", "H", "H", "H", "H"], "positions_angstrom": [[0.769, 2.223, -0.327], [-0.662, 2.044, -0.910], [1.571, 2.424, -1.092], [1.054, 1.199, -0.024], [0.884, 2.960, 0.438], [-1.108, 3.015, -1.415], [-1.411, 2.046, 0.037], [-0.859, 1.113, -1.438], [-0.184, -2.751, 0.902], [0.213, -1.498, 0.286], [0.461, -3.023, 1.715], [-0.126, -3.696, 0.330], [-1.208, -2.836, 1.264], [0.193, -0.615, 0.894], [1.135, -1.372, -0.244], [-0.723, -1.232, -0.415]], "nbo_charge": [-0.62, -0.62, 0.20, 0.20, 0.21, 0.21, 0.20, 0.22, -0.62, -0.61, 0.20, 0.21, 0.21, 0.21, 0.21, 0.19], "lumo_ev": 1.092, "smiles": "CC.CC", "total_charge": 0}

***

{"formula": "C6H7N4S", "method": "ωB97M-V with the def2-TZVPD basis set", "symbols": ["C", "C", "C", "C", "C", "C", "N", "N", "N", "N", "S", "H", "H", "H", "H", "H", "H", "H"], "positions_angstrom": [[1.589, -3.860, -1.395], [2.638, -3.168, -2.113], [-2.927, 2.397, 1.056], [-1.913, 1.667, 0.520], [-1.044, 3.039, 1.976], [1.665, -1.869, -0.483], [0.981, -3.063, -0.520], [-2.389, 3.312, 1.956], [2.653, -1.942, -1.489], [-0.679, 2.169, 1.050], [1.371, -0.500, 0.390], [1.211, -4.847, -1.695], [3.122, -3.539, -2.896], [-3.983, 2.379, 0.935], [-1.999, 1.200, -0.488], [-0.463, 3.646, 2.610], [-2.908, 4.036, 2.350], [3.075, -1.056, -1.764]], "nbo_charge": [0.02, 0.20, -0.07, -0.14, 0.18, 0.04, -0.30, -0.52, -0.47, -0.49, 0.52, 0.26, 0.25, 0.22, 0.22, 0.20, 0.42, 0.47], "lumo_ev": -7.878, "total_charge": 1}

***

{"formula": "C17H30N4O2", "method": "ωB97M-V with the def2-TZVPD basis set", "symbols": ["C", "O", "C", "C", "N", "C", "O", "N", "C", "C", "C", "C", "N", "C", "N", "C", "C", "C", "C", "C", "C", "C", "C", "H", "H", "H", "H", "H", "H", "H", "H", "H", "H", "H", "H", "H", "H", "H", "H", "H", "H", "H", "H", "H", "H", "H", "H", "H", "H", "H", "H", "H", "H"], "positions_angstrom": [[-1.992, 0.552, 1.339], [-2.460, 1.505, 0.409], [-3.127, 0.940, -0.724], [-2.312, 1.311, -1.959], [-0.928, 0.881, -1.841], [-0.672, -0.475, -1.935], [-1.514, -1.248, -2.365], [0.564, -0.892, -1.481], [0.877, -2.303, -1.641], [1.742, -0.024, -1.498], [2.702, -0.338, -0.396], [2.627, 0.019, 0.920], [3.726, -0.541, 1.522], [4.419, -1.197, 0.556], [3.827, -1.099, -0.612], [5.676, -1.941, 0.863], [6.279, -1.477, 2.188], [5.195, -1.419, 3.261], [4.149, -0.374, 2.906], [-4.596, 1.397, -0.758], [-5.276, 0.915, 0.526], [-5.298, 0.760, -1.960], [-4.702, 2.921, -0.833], [-1.519, 1.104, 2.152], [-2.810, -0.046, 1.753], [-1.256, -0.127, 0.893], [-3.117, -0.153, -0.639], [-2.738, 0.859, -2.851], [-2.303, 2.394, -2.089], [-0.429, 1.373, -1.118], [-0.050, -2.864, -1.698], [1.460, -2.479, -2.551], [1.469, -2.646, -0.793], [2.280, -0.157, -2.445], [1.439, 1.017, -1.453], [1.907, 0.602, 1.470], [5.447, -3.010, 0.922], [6.372, -1.815, 0.034], [7.085, -2.146, 2.491], [6.720, -0.482, 2.064], [4.717, -2.399, 3.351], [5.618, -1.176, 4.237], [4.563, 0.630, 3.033], [3.273, -0.458, 3.550], [-4.802, 1.349, 1.407], [-6.327, 1.209, 0.530], [-5.231, -0.174, 0.609], [-4.941, 1.171, -2.905], [-5.143, -0.321, -1.982], [-6.372, 0.946, -1.906], [-4.317, 3.311, -1.777], [-5.748, 3.225, -0.757], [-4.151, 3.389, -0.016]], "nbo_charge": [-0.25, -0.57, 0.09, -0.24, -0.64, 0.79, -0.67, -0.45, -0.42, -0.24, 0.09, -0.10, -0.34, 0.36, -0.47, -0.44, -0.39, -0.41, -0.20, -0.06, -0.61, -0.61, -0.62, 0.19, 0.17, 0.17, 0.20, 0.23, 0.20, 0.39, 0.24, 0.19, 0.20, 0.21, 0.21, 0.21, 0.22, 0.24, 0.22, 0.20, 0.20, 0.22, 0.20, 0.21, 0.21, 0.21, 0.21, 0.21, 0.22, 0.21, 0.20, 0.21, 0.22], "lumo_ev": 0.629, "smiles": "CO[C@H](CNC(=O)N(C)Cc1cn2c(n1)CCCC2)C(C)(C)C", "total_charge": 0}

***

{"formula": "C8H14", "method": "ωB97M-V with the def2-TZVPD basis set", "symbols": ["C", "C", "C", "C", "C", "C", "C", "C", "H", "H", "H", "H", "H", "H", "H", "H", "H", "H", "H", "H", "H", "H"], "positions_angstrom": [[-3.632, -0.558, -1.457], [-1.955, -0.409, -1.334], [-1.243, -1.491, -1.318], [0.259, -1.380, -0.962], [0.719, -0.315, -0.386], [2.029, -0.102, 0.348], [1.656, 0.480, 1.776], [1.983, 2.018, 1.788], [-4.054, 0.192, -1.927], [-4.015, -0.278, -0.487], [-3.860, -1.494, -1.790], [-1.697, 0.601, -1.198], [-1.545, -2.552, -1.579], [0.892, -2.215, -1.080], [0.030, 0.708, -0.438], [2.557, 0.742, -0.286], [2.702, -1.049, 0.330], [2.226, -0.193, 2.520], [0.755, 0.120, 2.225], [1.425, 2.494, 0.944], [1.748, 2.511, 2.768], [3.021, 2.170, 1.543]], "nbo_charge": [-0.61, -0.14, -0.24, -0.27, -0.13, -0.44, -0.42, -0.61, 0.20, 0.20, 0.20, 0.19, 0.21, 0.20, 0.17, 0.21, 0.22, 0.20, 0.22, 0.20, 0.21, 0.21], "lumo_ev": 1.174, "smiles": "C/C=C/C=C/CCC", "total_charge": 0}

***

{"formula": "C23H34N3", "method": "ωB97M-V with the def2-TZVPD basis set", "symbols": ["C", "N", "C", "C", "C", "C", "C", "C", "C", "C", "C", "C", "C", "C", "N", "C", "C", "C", "C", "C", "C", "H", "H", "H", "H", "H", "H", "H", "H", "H", "H", "H", "H", "H", "H", "H", "H", "H", "H", "H", "H", "H", "H", "H", "C", "C", "N", "C", "C", "H", "H", "H", "H", "H", "H", "H", "H", "H", "H", "H"], "positions_angstrom": [[0.346, -1.089, 8.176], [-0.454, -0.741, 7.011], [-0.786, 0.677, 6.956], [-0.368, -1.474, 5.815], [-1.542, -2.034, 5.249], [-1.504, -2.646, 4.015], [-0.295, -2.754, 3.276], [-0.302, -3.374, 1.989], [0.811, -3.486, 1.144], [0.618, -3.516, -0.235], [1.666, -3.396, -1.195], [1.500, -3.856, -2.531], [2.513, -3.740, -3.457], [3.748, -3.132, -3.109], [4.751, -2.977, -4.078], [4.783, -1.797, -4.930], [6.038, -3.648, -3.981], [3.933, -2.697, -1.773], [2.903, -2.795, -0.856], [0.867, -2.165, 3.832], [0.845, -1.590, 5.093], [0.392, -2.180, 8.282], [1.370, -0.678, 8.115], [-0.158, -0.663, 9.055], [-1.508, 0.866, 6.155], [-1.232, 0.974, 7.912], [0.111, 1.300, 6.791], [-2.474, -1.972, 5.819], [-2.421, -3.057, 3.594], [-1.282, -3.561, 1.545], [1.818, -3.572, 1.577], [-0.405, -3.609, -0.609], [0.550, -4.310, -2.805], [2.389, -4.123, -4.473], [3.769, -1.384, -5.002], [5.474, -1.026, -4.537], [5.138, -2.081, -5.933], [5.947, -4.600, -3.441], [6.395, -3.854, -5.000], [6.796, -3.019, -3.482], [4.886, -2.248, -1.487], [3.018, -2.378, 0.145], [1.784, -2.168, 3.247], [1.757, -1.167, 5.513], [-1.430, -7.302, 4.197], [-1.373, -5.932, 3.550], [-0.829, -5.791, 2.199], [-1.674, -6.153, 1.053], [-1.646, -7.589, 0.544], [-1.757, -7.154, 5.230], [-2.161, -7.951, 3.710], [-0.447, -7.777, 4.222], [-2.389, -5.519, 3.472], [-0.808, -5.244, 4.195], [0.147, -6.088, 2.107], [-2.706, -5.909, 1.350], [-1.407, -5.458, 0.233], [-2.034, -7.595, -0.482], [-0.642, -8.017, 0.536], [-2.313, -8.218, 1.140]], "nbo_charge": [-0.40, -0.49, -0.40, 0.27, -0.23, -0.12, -0.21, 0.12, -0.33, 0.01, -0.16, -0.13, -0.23, 0.23, -0.50, -0.40, -0.40, -0.18, -0.17, -0.07, -0.26, 0.21, 0.18, 0.22, 0.21, 0.21, 0.18, 0.24, 0.22, 0.22, 0.23, 0.22, 0.22, 0.24, 0.21, 0.18, 0.20, 0.21, 0.21, 0.18, 0.22, 0.21, 0.21, 0.23, -0.62, -0.21, -0.58, -0.22, -0.62, 0.22, 0.21, 0.21, 0.19, 0.20, 0.38, 0.20, 0.18, 0.22, 0.21, 0.22], "lumo_ev": -4.693, "total_charge": 1}

***

{"formula": "C2H4O3S", "method": "ωB97M-V with the def2-TZVPD basis set", "symbols": ["C", "C", "O", "O", "O", "S", "H", "H", "H", "H"], "positions_angstrom": [[-0.790, -2.069, 0.493], [0.302, 0.297, -0.391], [-0.937, -3.238, 0.628], [-1.051, -1.486, -1.971], [1.383, -1.957, -1.219], [0.022, -1.390, -1.013], [-1.343, -1.480, 1.254], [1.079, 0.883, -0.921], [-0.699, 0.926, -0.344], [0.578, 0.208, 0.612]], "nbo_charge": [-0.28, -0.86, -0.22, -0.86, -0.86, 2.06, 0.26, 0.27, 0.25, 0.24], "lumo_ev": [0.540, -3.284], "spin_multiplicity": 3, "total_charge": 0}